Version w
Computed, not measured: C4H6N2O in the gas phase, with ωB97M-V with the def2-TZVPD basis set.

Structure (XYZ):
```
13
Properties=species:S:1:pos:R:3
O -0.532 -0.715 -1.481
N 0.250 -1.426 -0.576
N -1.333 1.399 -1.784
C -0.688 0.382 0.445
C -0.952 0.416 -0.889
C 1.304 -0.894 1.520
C 0.199 -0.733 0.531
H 1.808 0.080 1.573
H -0.851 2.273 -1.596
H 0.990 -1.174 2.524
H 2.020 -1.614 1.119
H -1.071 1.073 -2.708
H -1.027 1.020 1.249
```

Properties
gap between HOMO and LUMO = 9.635 eV
SMILES = Cc1cc(N)on1
lowest unoccupied orbital energy = 0.87 eV



Version x
Computed, not measured: C4H6N2O in the gas phase, with ωB97M-V with the def2-TZVPD basis set.

Structure (XYZ):
```
13
Properties=species:S:1:pos:R:3
O -1.399 -0.603 0.500
N 0.277 0.855 -0.037
N 1.598 0.761 -0.212
C -2.225 0.488 0.109
C 2.052 -0.505 -0.144
C -0.117 -0.389 0.152
C 0.954 -1.314 0.048
H -1.943 0.734 -0.917
H 2.110 1.620 -0.260
H -3.243 0.115 0.103
H 3.107 -0.724 -0.205
H -2.123 1.356 0.778
H 0.952 -2.393 0.085
```

Properties
gap between HOMO and LUMO = 9.809 eV
SMILES = COc1cc[nH]n1
lowest unoccupied orbital energy = 1.06 eV



Version y
Computed, not measured: C4H6N2O as an isolated structure, with ωB97M-V with the def2-TZVPD basis set.

Structure (XYZ):
```
13
Properties=species:S:1:pos:R:3
O 1.240 -0.655 0.385
N -2.175 -0.275 0.000
N -0.545 0.977 0.834
C 2.140 0.070 -0.509
C -1.058 -1.087 -0.222
C -0.168 -0.215 0.327
C -1.842 0.907 0.606
H 3.103 -0.440 -0.472
H 2.204 1.075 -0.099
H 1.703 0.076 -1.509
H 1.078 -1.573 0.051
H -3.117 -0.533 -0.253
H -2.563 1.674 0.863
```

Properties
gap between HOMO and LUMO = 8.560 eV
lowest unoccupied orbital energy = 0.57 eV



Version z
Computed, not measured: C4H6N2O in the gas phase, with ωB97M-V with the def2-TZVPD basis set.

Structure (XYZ):
```
13
Properties=species:S:1:pos:R:3
O -1.447 1.432 1.834
N 0.504 0.448 -0.274
N -1.268 0.420 1.195
C 0.475 -0.835 -0.395
C 0.910 1.382 -1.262
C -1.058 -0.846 1.407
C -0.264 -1.581 0.531
H 1.999 1.496 -1.227
H 0.465 2.347 -1.016
H 0.617 1.095 -2.277
H 0.967 -1.354 -1.220
H -0.240 -2.654 0.550
H -1.662 -1.350 2.156
```

Properties
gap between HOMO and LUMO (alpha / beta) = 7.428 / 7.546 eV
SMILES = C/N=C/C=C\N=O
lowest unoccupied orbital energy (alpha / beta) = -0.63 / -0.32 eV



Relative to the most stable structure, the computed energies are version w 57.8; version x 0.0; version y 290.0; version z 342.9, all in kJ/mol.



Version w
Computed, not measured: C4H6N2O in the gas phase, with ωB97M-V with the def2-TZVPD basis set.

Structure (XYZ):
```
13
Properties=species:S:1:pos:R:3
O 3.091 -0.692 0.935
N -1.418 -1.488 -0.069
N 1.321 0.664 -0.051
C 2.620 -0.242 -0.063
C 0.504 -0.217 -0.376
C -1.625 0.986 0.205
C -0.932 -0.321 -0.049
H -2.688 0.839 0.397
H -1.499 1.642 -0.656
H 1.055 -1.272 -0.465
H -1.151 1.490 1.050
H 3.145 0.123 -0.949
H -2.423 -1.512 0.090
```

Properties
gap between HOMO and LUMO = 10.099 eV
SMILES = [H]/N=C(C)/C=N/C=O
lowest unoccupied orbital energy = 0.22 eV



Version x
Computed, not measured: C4H6N2O in the gas phase, with ωB97M-V with the def2-TZVPD basis set.

Structure (XYZ):
```
13
Properties=species:S:1:pos:R:3
O -0.438 0.061 -2.074
N 1.456 0.614 1.580
N -1.541 0.362 -0.117
C -0.797 -0.650 -0.901
C 0.458 0.183 0.773
C 0.344 -0.935 0.026
C -0.750 1.110 0.630
H 1.316 1.492 2.047
H 1.024 -1.776 -0.077
H -1.425 -1.517 -1.162
H -2.337 0.752 -0.610
H 0.499 0.314 -2.016
H 2.242 0.030 1.809
```

Properties
gap between HOMO and LUMO = 8.934 eV
lowest unoccupied orbital energy = 0.56 eV



Relative to the most stable structure, the computed energies are version w 5.8; version x 0.0, all in kJ/mol.



Version w
Computed, not measured: C4H6N2O as an isolated structure, with ωB97M-V with the def2-TZVPD basis set.

Structure (XYZ):
```
13
Properties=species:S:1:pos:R:3
O -0.587 1.393 -1.100
N 1.321 1.713 0.335
N -0.087 -1.005 1.181
C -0.012 -0.390 -0.144
C -1.156 0.047 -1.059
C 0.403 1.054 -0.211
C 0.771 -1.623 -0.009
H -0.760 -1.717 1.432
H 0.296 -0.460 1.947
H 1.319 2.693 0.058
H -1.149 -0.418 -2.046
H 1.802 -1.350 0.245
H -2.161 0.065 -0.630
```

Properties
gap between HOMO and LUMO = 8.784 eV
lowest unoccupied orbital energy = 0.77 eV



Version x
Computed, not measured: C4H6N2O as an isolated structure, with ωB97M-V with the def2-TZVPD basis set.

Structure (XYZ):
```
13
Properties=species:S:1:pos:R:3
O -2.447 1.053 0.697
N -0.302 0.563 0.779
N 0.061 0.195 -1.661
C -1.547 0.087 0.539
C 1.928 -0.324 0.037
C -0.603 -0.710 -1.067
C 0.505 0.054 -0.251
H -0.078 1.349 1.373
H -3.313 0.632 0.673
H 2.543 -0.275 -0.857
H 2.401 0.317 0.783
H -1.121 -1.598 -1.463
H 1.973 -1.340 0.417
```

Properties
gap between HOMO and LUMO = 8.489 eV
lowest unoccupied orbital energy = 0.57 eV



Relative to the most stable structure, the computed energies are version w 0.0; version x 52.6, all in kJ/mol.



Version w
Computed, not measured: C4H6N2O as an isolated structure, with ωB97M-V with the def2-TZVPD basis set.

Structure (XYZ):
```
13
Properties=species:S:1:pos:R:3
O 0.681 -1.057 0.794
N 2.137 2.109 0.932
N 0.830 -0.393 -1.216
C -1.078 -0.209 -1.185
C 1.715 1.101 0.534
C 1.345 -0.171 -0.028
C -0.503 -0.569 1.102
H -1.598 -1.163 -1.126
H -1.128 -1.240 1.687
H -1.660 0.605 -0.746
H -0.599 0.510 1.232
H -0.935 0.035 -2.240
H 1.155 0.257 -1.930
```

Properties
gap between HOMO and LUMO (alpha / beta) = 7.001 / 7.947 eV
lowest unoccupied orbital energy (alpha / beta) = -0.85 / -0.03 eV



Version x
Computed, not measured: C4H6N2O in the gas phase, with ωB97M-V with the def2-TZVPD basis set.

Structure (XYZ):
```
13
Properties=species:S:1:pos:R:3
O 2.847 -0.682 0.012
N 0.660 -0.062 -0.169
N -1.200 -1.380 0.062
C -1.664 -0.029 0.027
C -0.446 0.905 -0.039
C 2.012 0.207 0.049
C 0.068 -1.356 -0.048
H -2.228 0.202 0.913
H 0.719 -2.190 -0.113
H -0.295 1.493 0.880
H -0.397 1.548 -0.912
H 2.276 1.289 0.187
H -2.351 0.054 -0.850
```

Properties
gap between HOMO and LUMO = 10.124 eV
SMILES = O=CN1C=NCC1
lowest unoccupied orbital energy = 0.81 eV



Version y
Computed, not measured: C4H6N2O in the gas phase, with ωB97M-V with the def2-TZVPD basis set.

Structure (XYZ):
```
13
Properties=species:S:1:pos:R:3
O 0.717 -0.974 0.767
N 2.108 2.130 0.878
N 1.265 -0.459 -1.340
C 1.788 1.103 0.450
C -0.657 -0.505 0.694
C 1.344 -0.173 -0.117
C -1.303 -0.350 -0.750
H -1.972 0.506 -0.675
H -0.671 0.480 1.182
H -1.830 -1.258 -1.030
H -0.740 -0.118 -1.674
H -1.192 -1.194 1.363
H 1.474 0.326 -1.945
```

Properties
gap between HOMO and LUMO = 11.056 eV
SMILES = [H]/N=C(\C#N)OCC
lowest unoccupied orbital energy = 0.09 eV



Relative to the most stable structure, the computed energies are version w 568.8; version x 0.0; version y 175.8, all in kJ/mol.



Version w
Computed, not measured: an isolated ion of composition C9H11O3 and charge -1, with ωB97M-V with the def2-TZVPD basis set.

Structure (XYZ):
```
23
Properties=species:S:1:pos:R:3
O 3.475 -0.910 0.468
O 0.432 2.664 -0.171
O -2.072 -0.174 -0.378
C 1.097 1.737 0.060
C 1.554 -1.034 -0.907
C 2.095 0.958 0.423
C -0.793 -0.466 0.174
C 0.641 -0.405 -1.918
C 2.435 -0.334 0.079
C -2.633 1.127 0.116
C 0.023 -1.163 -0.799
C -0.754 -0.825 1.645
H 0.453 0.700 -1.858
H -3.751 1.143 -0.025
H 2.593 1.345 1.216
H -2.245 1.961 -0.282
H -0.311 -2.074 -1.153
H -1.302 -0.066 2.242
H -1.177 -1.855 1.942
H -2.654 1.100 1.275
H 0.574 -0.772 -2.962
H 2.116 -2.040 -1.290
H 0.204 -0.619 2.102
```

Properties
gap between HOMO and LUMO (alpha / beta) = 5.057 / 5.066 eV
charge = -1
lowest unoccupied orbital energy (alpha / beta) = 3.69 / 3.68 eV



Version x
Computed, not measured: a 2-piece molecular cluster, C9H11O3 overall, with ωB97M-V with the def2-TZVPD basis set.

Structure (XYZ):
```
23
Properties=species:S:1:pos:R:3
O -0.268 1.622 1.157
O -0.262 0.273 3.328
O 1.154 -1.249 2.527
C -0.064 0.328 -2.699
C 0.113 -1.750 4.594
C 0.261 0.204 -4.182
C -0.363 1.006 -0.043
C -1.085 1.207 -2.330
C 0.337 -0.834 3.387
C -1.248 1.555 -0.992
C 0.552 0.020 -0.402
C 0.675 -0.332 -1.734
H 1.143 -0.546 0.308
H 1.409 -1.064 -2.059
H -0.535 -0.266 -4.754
H -1.790 1.498 -3.092
H -1.920 2.301 -0.591
H 1.130 -0.431 -4.334
H 1.066 -1.797 5.122
H 0.413 1.219 -4.550
H -0.517 -1.180 5.282
H -0.067 -2.732 4.164
H -0.133 0.947 1.894
```

Properties
gap between HOMO and LUMO = 7.890 eV
charge = -1
lowest unoccupied orbital energy = 3.37 eV



Relative to the most stable structure, the computed energies are version w 618.6; version x 0.0, all in kJ/mol.



Version w
Computed, not measured: a 2-piece molecular cluster, C9H11O3 overall, with ωB97M-V with the def2-TZVPD basis set.

Structure (XYZ):
```
23
Properties=species:S:1:pos:R:3
O 3.721 2.369 0.693
O 3.216 1.126 -1.066
O 0.964 0.539 -1.930
C -2.160 -0.449 -0.283
C -1.320 0.374 -1.009
C 0.121 -0.057 -1.220
C -2.290 -2.133 1.603
C 0.527 -1.153 -0.437
C -0.271 -1.895 0.450
C 2.862 1.930 -0.121
C -1.601 -1.549 0.454
C 1.458 2.508 -0.016
H -2.061 -3.249 1.739
H 1.075 1.990 0.812
H -3.296 -2.217 1.301
H 0.637 2.383 -0.898
H 1.458 3.550 0.433
H -1.632 1.292 -1.400
H 1.508 -1.519 -0.694
H 2.416 0.473 -1.543
H -2.290 -1.481 2.499
H 0.072 -2.805 0.967
H -3.113 -0.026 -0.333
```

Properties
gap between HOMO and LUMO = 7.097 eV
charge = -1
lowest unoccupied orbital energy = 3.56 eV



Version x
Computed, not measured: a 2-piece molecular cluster, C9H11O3 overall, with ωB97M-V with the def2-TZVPD basis set.

Structure (XYZ):
```
23
Properties=species:S:1:pos:R:3
O 0.031 -2.587 0.542
O 1.324 -4.305 1.394
O 1.818 1.437 1.533
C -0.933 0.587 -0.645
C 0.036 0.372 0.373
C 0.679 -2.533 2.866
C -1.449 1.129 -3.014
C 0.098 2.502 -1.513
C 0.663 -3.240 1.573
C -0.668 1.368 -1.778
C 0.982 1.433 0.622
C 0.716 2.644 -0.308
H -2.295 0.332 -2.952
H -1.989 2.112 -3.208
H -1.738 -0.052 -0.741
H 0.074 -2.993 3.671
H 1.786 -2.506 3.148
H 0.134 3.353 -2.133
H 0.415 -1.529 2.661
H -0.061 -0.399 1.226
H -0.835 0.863 -3.982
H 1.152 3.568 -0.144
H 0.061 -1.556 0.810
```

Properties
gap between HOMO and LUMO = 6.481 eV
charge = -1
lowest unoccupied orbital energy = 3.51 eV



Relative to the most stable structure, the computed energies are version w 0.0; version x 77.8, all in kJ/mol.